17
Properties=species:S:1:pos:R:3:forces:R:3 method="wB97M-V/def2-TZVPD" homo_lumo_gap_ha=0.3147 homo_ev=-8.39 e_tot_ha=-720.1301 fmax_ev_per_a=7.6 total_charge=0 e_lumo_ev=0.17
C 1.26655 -2.04858 -0.01200 4.555 -2.448 0.402
C -0.11342 -0.17853 -0.05214 -1.610 -2.608 -1.637
C 0.86989 0.92782 0.04056 1.643 1.342 2.169
C -2.53612 -0.49251 -0.12817 2.650 -0.865 0.971
H 1.21944 -3.13546 0.25729 0.107 0.749 -0.643
H 2.18703 -1.70495 0.54782 -1.092 0.449 0.326
H 1.60697 -1.88050 -1.02024 0.500 -0.795 -0.855
H 1.07915 0.67602 1.13392 0.998 0.845 -1.094
H 1.78865 0.81643 -0.61322 -1.118 -0.008 0.940
H 0.87406 3.05364 -0.91600 -2.355 -2.842 4.018
H 0.65654 2.95291 0.93899 -0.654 -1.842 -2.414
H -1.59975 1.44401 -0.12286 1.361 -3.352 -1.045
H -2.18433 -1.55538 0.16004 -0.444 1.769 -0.978
N 0.04509 -1.50371 0.05253 -4.067 6.382 0.409
N 0.30042 2.39003 0.05463 3.415 2.116 -2.101
N -1.36674 0.36118 -0.38354 -4.199 0.555 1.971
S -4.09342 -0.12241 0.06239 0.309 0.553 -0.439